Entry 1:
Here is C23H23MnNO6S2 as an isolated structure from the OMol25 dataset. Energies are from ωB97M-V/def2-TZVPD.

Each line ends with the Mulliken charge.
Atoms and positions in Å:
Mn -0.982874 -0.319318 0.841097  1.166
S 1.398078 2.166655 0.290706  -0.077
S -0.686106 -2.191494 -1.893369  0.040
O -2.667807 0.774766 0.387012  -0.371
O 0.312187 1.078204 0.515301  0.266
O -1.094744 -1.490326 -0.535551  -0.711
O 0.127867 -1.415843 2.118482  -0.478
O -4.195383 2.173127 1.250653  -0.375
O 0.818037 -1.759795 4.154390  -0.387
N -1.619531 0.293659 2.635601  -0.272
C -0.213352 5.089331 -2.742270  -0.564
C 0.708284 3.275285 -0.896546  0.864
C 0.111077 -3.687421 -1.474951  0.873
C -2.653120 1.127804 2.706973  0.572
C 0.256459 -6.015398 -2.007053  -0.652
C -0.341575 -4.780251 -2.211861  -0.594
C -1.013169 -0.163834 3.731718  1.347
C 1.263747 -6.144238 -1.064121  -0.481
C -0.331421 2.904587 -1.741348  -0.065
C -1.416382 0.251484 4.987556  -0.769
C 2.727302 1.369676 -0.644217  -0.868
C -3.122027 1.596503 3.921157  -0.585
C 0.579915 -1.096959 -2.551997  -0.693
C -0.792747 3.826590 -2.666810  -0.889
C 1.746775 -0.768839 -1.626219  -0.004
C -2.477777 1.153218 5.073572  -0.653
C 1.686236 -5.046941 -0.312980  -0.866
C -3.196450 1.369858 1.335427  0.489
C 1.280282 4.541428 -0.940627  -0.683
C 2.322544 0.630858 -1.910637  -1.072
C 1.117271 -3.805431 -0.514362  -0.042
C 0.035493 -1.160963 3.328655  0.488
C 0.817244 5.447125 -1.884342  -0.627
H 3.241733 0.730962 0.077453  0.455
H -0.074804 -6.872958 -2.575742  0.438
H 1.435269 -2.957759 0.075839  0.352
H -1.141604 -4.670787 -2.933951  0.437
H 2.069037 4.823376 -0.252651  0.489
H -3.966516 2.271867 3.965969  0.595
H -1.599960 3.563040 -3.336940  0.470
H 1.254168 6.434603 -1.938938  0.449
H 2.522212 -1.527252 -1.724203  0.569
H 3.386957 2.217422 -0.852405  0.596
H 0.706005 -1.536108 5.093034  0.337
H -4.535052 2.273975 0.339954  0.451
H 2.465181 -5.169757 0.426933  0.433
H -0.779507 1.921191 -1.669043  0.278
H 0.883541 -1.584253 -3.482426  0.580
H 1.723613 -7.109695 -0.900872  0.438
H -0.942986 -0.110177 5.891755  0.329
H 1.612451 1.243139 -2.470750  0.406
H 1.410489 -0.806263 -0.590040  -0.279
H -2.814730 1.493667 6.044455  0.494
H 0.009466 -0.206758 -2.830055  0.385
H 3.205751 0.553766 -2.544975  0.531
H -0.575046 5.801651 -3.471438  0.440

Cartesian forces, eV/Å:
-0.037 -0.069 0.077
-0.009 -0.003 0.035
0.041 -0.033 -0.016
0.017 -0.005 -0.007
0.028 -0.003 -0.090
0.009 0.045 0.010
-0.004 0.008 -0.028
-0.004 -0.006 0.000
-0.001 -0.001 -0.004
0.003 0.010 -0.003
-0.005 -0.006 -0.003
0.004 0.013 -0.002
-0.019 0.028 0.005
-0.001 -0.010 0.019
0.008 -0.010 0.002
-0.006 0.002 -0.010
-0.004 0.008 -0.002
-0.008 0.003 -0.010
0.005 -0.016 0.007
0.011 -0.008 -0.011
-0.011 0.007 -0.006
0.003 -0.003 -0.013
-0.013 -0.005 0.007
0.001 0.011 -0.003
-0.016 0.004 0.008
-0.005 0.005 0.006
-0.004 0.006 0.002
0.002 0.028 -0.011
-0.002 -0.005 -0.006
-0.009 0.011 0.004
0.008 -0.015 0.004
-0.001 0.002 0.013
0.003 0.000 0.006
0.001 0.003 0.004
0.001 0.000 -0.001
0.001 0.002 0.007
-0.002 0.002 0.006
0.001 0.002 0.001
-0.001 0.000 0.001
-0.001 -0.001 0.001
0.000 0.000 0.001
0.000 -0.003 -0.006
0.001 -0.001 -0.004
0.000 -0.001 -0.002
0.000 -0.002 0.003
0.000 0.003 0.002
0.001 0.001 0.002
0.003 0.002 0.002
-0.001 -0.001 0.001
-0.003 0.001 0.002
0.006 0.000 -0.005
0.003 0.004 -0.005
-0.001 -0.001 0.000
-0.002 0.002 0.003
0.007 -0.003 0.007
0.000 0.000 0.000

Values from the calculation:
Energy above the lowest of the compared OMol25 structures with the same formula, charge and spin: 0.0 kJ/mol
HOMO level (alpha / beta): -17.174 / -17.175 eV
2S+1: 5
Total charge: +3
Orbital gap (alpha / beta): 5.53 / 6.37 eV

Entry 2:
Here is a 7-piece molecular cluster, C9H32N4O7 overall at a distorted geometry from the OMol25 dataset. Energies are from ωB97M-V/def2-TZVPD.

Each line ends with the Mulliken charge.
Atoms and positions in Å:
O 10.067006 -30.356425 9.357509  -0.725
O 15.387040 -25.485797 10.106224  -0.609
O 17.179900 -26.661910 8.338854  -0.763
O 13.213074 -26.106511 8.571956  0.761
O 20.314690 -23.529203 6.211222  -0.727
O 12.743856 -27.529157 5.979890  -0.540
O 16.823927 -23.271210 6.633975  -0.615
N 18.720942 -25.110579 6.653597  -0.409
N 19.924629 -24.575246 8.303838  -0.319
N 11.916135 -28.733550 9.462143  -0.250
N 11.108372 -29.170483 7.543174  -0.229
C 11.006112 -29.427050 8.821483  0.334
C 14.410017 -23.788151 6.272602  -0.572
C 15.636188 -23.603917 7.275896  0.280
C 15.476701 -28.283850 7.675474  -1.150
C 13.423028 -27.168086 4.801358  -0.555
C 19.719279 -24.413205 7.037027  0.517
C 16.337162 -27.027570 7.250977  -0.200
C 14.965264 -26.143631 11.307026  -0.772
C 12.259249 -25.341161 9.260713  -0.972
H 12.160163 -25.710869 10.302203  0.258
H 18.402740 -25.221714 5.694169  0.292
H 16.200837 -29.005716 8.024216  0.474
H 15.960060 -24.752231 10.324544  0.294
H 14.354537 -27.056275 11.096195  0.228
H 14.077779 -25.858505 8.968073  -0.184
H 11.756819 -28.754144 10.446176  0.239
H 15.683417 -26.308755 6.821550  -0.166
H 15.887385 -26.458756 11.737646  0.393
H 11.289329 -25.583115 8.763427  0.309
H 13.515453 -24.097587 6.913764  0.040
H 17.499611 -23.995219 6.776170  0.406
H 12.377269 -28.028952 8.982784  0.160
H 20.750989 -24.055744 8.672868  0.238
H 16.509705 -26.334275 9.045972  0.437
H 12.528033 -24.305689 9.285914  0.352
H 13.134968 -27.518372 3.766058  0.344
H 10.513727 -29.748172 6.925260  0.238
H 12.867582 -26.791859 6.602549  0.139
H 11.955029 -28.759596 7.094073  0.280
H 16.862439 -27.428720 6.491983  0.900
H 14.896898 -28.786101 6.872857  0.235
H 14.671002 -24.607403 5.527131  -0.013
H 14.471576 -25.492319 12.052650  0.274
H 14.220908 -22.828208 5.692144  0.411
H 14.791838 -28.144806 8.512977  0.068
H 13.520000 -26.072799 4.646022  0.188
H 18.323490 -25.847793 7.283917  0.337
H 19.412266 -25.267745 8.884953  0.195
H 14.516618 -27.333049 5.011817  0.143
H 15.839742 -24.482165 7.909035  -0.481
H 15.411518 -22.833051 7.981643  0.487

Cartesian forces, eV/Å:
5.097 5.256 -2.477
-0.887 -0.178 -0.306
-1.967 0.879 1.076
1.142 -0.157 -0.129
-2.026 -3.973 4.072
-0.651 0.371 -0.530
0.693 -0.277 -0.376
-4.798 -4.748 -2.158
2.802 0.617 4.659
-0.351 -1.306 3.502
-0.964 -1.082 -3.997
-5.006 -5.412 1.767
0.650 -0.298 0.658
-0.693 -0.632 -0.744
0.262 0.040 -0.154
2.761 1.572 -0.827
4.012 6.135 -5.359
-2.860 -2.264 2.619
0.046 -0.476 0.647
-1.490 -1.416 0.459
0.005 0.285 -0.295
0.862 0.477 0.164
0.244 -0.373 0.099
0.075 0.432 0.119
0.417 1.035 -0.199
-0.426 -0.235 -0.555
0.524 0.438 0.570
-0.335 1.390 0.133
0.497 -0.692 0.859
0.597 0.785 0.406
0.962 0.472 -1.171
-0.962 1.184 -0.239
1.044 1.690 -0.440
-1.322 -0.893 -0.160
1.632 -0.608 -1.222
-0.183 0.778 -0.197
-0.248 -0.518 1.754
0.658 0.683 0.653
-0.067 -0.247 0.020
-1.165 -0.436 0.557
2.564 -0.879 -2.565
0.398 0.681 0.217
-0.416 1.030 0.935
-0.054 -0.113 -0.753
0.183 -1.230 0.881
-0.026 0.434 -0.061
-0.953 -0.273 0.292
0.621 1.079 -0.660
0.876 0.964 -0.844
-0.666 -0.710 -0.792
-0.603 -0.130 -0.374
-0.503 0.849 0.466

Values from the calculation:
Energy above the lowest of the compared OMol25 structures with the same formula, charge and spin: 337.2 kJ/mol
HOMO level: -8.875 eV
SMILES string: NC(N)=O.NC(N)=O.CCO.CCO.CO.CO.CO
Orbital gap: 8.49 eV

Entry 3:
Here is a 2-piece molecular cluster, C2H4ClFS overall at a distorted geometry from the OMol25 dataset. Energies are from ωB97M-V/def2-TZVPD.

Each line ends with the Mulliken charge.
Atoms and positions in Å:
Cl 2.541553 -1.440537 2.362576  -0.201
S 1.270383 0.793867 0.091065  -0.386
F 0.055318 -1.358559 -0.017873  -0.164
C -1.276265 0.529273 -0.819797  -1.003
C -0.022358 -0.044196 -0.192001  0.661
H -2.332173 0.242640 -0.384276  0.281
H -1.506519 0.234519 -1.842806  0.299
H -1.198787 1.539822 -0.811155  0.353
H 2.468849 -0.496828 1.614268  0.159

Cartesian forces, eV/Å:
0.345 -2.558 2.158
1.377 1.656 0.319
-0.984 -0.317 -0.076
-2.647 -3.491 0.774
-1.286 -0.515 -1.167
2.292 0.320 0.060
0.896 -0.357 -0.279
0.235 2.999 0.137
-0.229 2.262 -1.927

Values from the calculation:
Energy above the lowest of the compared OMol25 structures with the same formula, charge and spin: 82.2 kJ/mol
HOMO level: -9.762 eV
SMILES string: CC(F)=S.Cl
Orbital gap: 9.44 eV

Entry 4:
Here is C17H23F5NO3P2Sr as an isolated structure at a distorted geometry from the OMol25 dataset. Energies are from ωB97M-V/def2-TZVPD.

Each line ends with the Mulliken charge.
Atoms and positions in Å:
Sr 0.228868 1.152713 0.168001  1.810
P 2.489490 -0.846956 0.300738  0.767
P -2.579380 0.930414 -0.870154  0.575
F -0.311162 -0.552430 6.912887  -0.296
F 0.204958 2.131530 6.976872  -0.280
F 0.453042 3.542781 4.640852  -0.309
F -0.444388 -0.472676 2.163664  -0.271
F -0.570156 -1.858733 4.505725  -0.297
O 0.131862 2.258816 2.234937  -0.962
O -0.149946 3.570638 -0.355725  -0.607
O 1.669874 2.217985 -1.644457  -0.640
N -0.125531 -0.789952 -1.700125  0.633
C -1.283258 -1.209456 -2.261611  0.183
C 4.284524 -0.588607 0.559552  -1.382
C 0.057622 1.507775 5.788001  0.180
C -2.625044 -0.685408 -1.755836  -0.930
C 2.332209 -2.629362 0.677503  -1.266
C -0.110458 -2.683658 -3.768901  -0.552
C -2.853966 2.033786 -2.303798  -1.417
C 1.039710 -1.313938 -2.152372  0.487
C 2.341887 -0.792827 -1.547216  -0.785
C -4.242543 0.958089 -0.120515  -1.309
C -1.306354 -2.147758 -3.299690  -0.821
C -0.258461 0.198026 3.375707  -0.006
C -0.349050 -0.525949 4.538158  -0.234
C 0.018862 1.591216 3.346386  0.459
C 0.175473 2.221441 4.611608  0.198
C 1.080054 -2.262975 -3.180793  -0.918
C -0.200722 0.133067 5.762680  0.647
H 1.184029 3.074112 -1.424607  0.288
H 4.862037 -1.496015 0.322704  0.394
H -0.826772 4.164291 -0.720998  0.253
H -2.274972 -2.432533 -3.717087  0.454
H 3.188919 -1.376850 -1.953291  0.486
H -2.840924 3.080125 -1.971108  0.368
H -0.090020 3.759222 0.623750  0.306
H 4.425957 -0.338305 1.623973  0.406
H -4.409325 0.034653 0.451991  0.386
H -3.320104 -0.594190 -2.609319  0.501
H -4.279019 1.812109 0.572488  0.370
H -5.031347 1.075289 -0.877161  0.397
H -0.103319 -3.400881 -4.589624  0.421
H -2.066632 1.900068 -3.057497  0.322
H 2.051669 -2.646048 -3.492676  0.436
H -3.827623 1.824702 -2.765262  0.439
H 4.647256 0.257765 -0.044039  0.358
H 2.144626 2.339552 -2.473267  0.268
H 2.120726 -2.709858 1.757981  0.379
H 3.264804 -3.168543 0.443694  0.408
H 1.491873 -3.069150 0.120462  0.342
H 2.437823 0.313673 -1.826325  -0.098
H -3.062078 -1.421179 -1.053758  0.457

Cartesian forces, eV/Å:
0.118 -0.663 0.340
0.017 -0.237 -0.004
-0.508 -0.244 -0.465
0.068 0.201 -0.372
-0.105 -0.447 -0.782
-0.176 -0.680 0.022
0.148 0.595 0.516
0.061 0.746 0.002
-0.069 0.046 -0.630
-0.416 0.916 1.083
-0.726 1.431 0.223
-0.171 -0.389 -0.351
0.131 -0.120 -0.102
0.112 0.194 0.119
0.031 -0.074 0.570
0.095 -0.282 0.030
-0.091 -0.118 0.266
-0.051 0.216 0.147
0.121 0.367 -0.135
0.011 -0.015 -0.012
0.231 0.572 -0.740
-0.101 0.130 0.329
0.064 0.121 0.071
0.111 0.623 -0.382
-0.030 -0.349 0.867
-0.051 -0.141 0.553
-0.015 -0.134 -0.563
0.018 0.184 0.358
-0.050 -0.119 -0.069
0.962 -1.064 -0.553
-0.178 0.361 0.001
0.280 -0.197 0.270
0.409 0.014 0.065
-0.350 0.457 -0.098
-0.071 -0.185 -0.163
-0.127 0.005 -0.856
0.075 -0.108 -0.414
0.020 0.325 -0.095
0.207 -0.167 0.343
-0.153 -0.304 -0.173
0.226 -0.114 0.215
-0.009 0.151 0.256
-0.133 0.040 0.179
-0.342 0.053 -0.023
0.229 0.061 0.060
-0.100 -0.264 0.235
-0.032 0.119 0.062
0.099 -0.166 -0.454
-0.406 0.136 0.041
0.224 0.108 0.232
0.175 -1.797 0.285
0.221 0.205 -0.303

Values from the calculation:
Energy above the lowest of the compared OMol25 structures with the same formula, charge and spin: 0.0 kJ/mol
HOMO level: -10.232 eV
Total charge: +1
Orbital gap: 7.46 eV